1.
Entry from OMol25: a molecular structure, C8H16Cl2N2OV at a distorted geometry (ωB97M-V/def2-TZVPD).

Geometry as ORCA input:
```
! wB97M-V def2-TZVPD RIJCOSX def2/J DEFGRID3
* xyz -1 3
V -0.15293 0.97115 0.24759
Cl 0.99118 1.80726 -1.39389
Cl -0.31629 1.95213 2.22745
C -1.84221 1.52654 -0.21086
H -2.61006 1.69809 0.55161
H -2.02365 2.10280 -1.12507
C -0.72324 -0.83688 0.13155
C -1.75897 -0.11111 -0.53917
H -0.63064 -0.65282 1.23757
C -1.90293 -0.36010 -2.07880
H -2.73605 -0.47911 -0.15411
C -1.77509 -1.84880 -2.39968
H -2.89677 0.00813 -2.36421
H -1.15811 0.23094 -2.62206
C -0.50153 -2.47753 -1.82601
H -2.64912 -2.35949 -1.97214
H -1.80847 -1.99919 -3.48809
C -0.30592 -2.23419 -0.30968
H -0.49795 -3.55639 -2.03556
H 0.36396 -2.06677 -2.36277
H -0.87907 -2.99780 0.25180
H 0.73953 -2.40421 -0.02591
N 2.73842 1.23208 3.50562
C 2.92791 1.45196 2.16225
N 3.75231 2.51154 1.89712
O 2.42077 0.75025 1.26702
H 2.86788 2.03454 4.11026
H 1.95178 0.63758 3.72864
H 4.07848 2.60568 0.94836
H 4.33676 2.86372 2.64118
*
```

Summary:
* <S²>: 2.02
* largest force on an atom: 5.529 eV/A
* HOMO level (spin up / spin down): -2.19 / -3.51 eV
* frontier orbital gap (spin up / spin down): 0.1979 / 0.2462 Ha
* E: -64318.011 eV
* LUMO level (spin up / spin down): 0.1175 / 0.1171 Eh

2.
Entry from OMol25: a molecular structure, C8H16Cl2N2ReS at a distorted geometry (ωB97M-V/def2-TZVPD).

Geometry as ORCA input:
```
! wB97M-V def2-TZVPD RIJCOSX def2/J DEFGRID3
* xyz 0 4
Re 0.26006 -0.41664 0.46094
Cl -0.49102 0.97525 2.15634
Cl 1.34966 -2.00150 -0.92896
C -1.18404 -1.74062 0.65230
H -1.12014 -2.73986 0.19835
H -1.89452 -1.65720 1.48413
C 0.17291 0.78219 -1.00335
C -1.43265 -0.54398 -0.46348
H 1.24514 0.82314 -1.36597
C -2.72209 0.22844 -0.10691
H -1.50192 -0.94437 -1.48538
C -2.98966 1.43127 -1.00268
H -3.54163 -0.50283 -0.17271
H -2.68856 0.53730 0.94561
C -1.79918 2.37282 -1.06740
H -3.25172 1.08348 -2.00729
H -3.86437 1.95903 -0.61017
C -0.63082 1.71610 -1.83530
H -2.08289 3.29086 -1.59138
H -1.47165 2.65266 -0.06024
H -1.01873 1.16529 -2.71734
H 0.04264 2.50930 -2.20941
N 4.13562 -1.36142 2.71226
C 3.57034 -1.03912 1.54351
N 3.98953 -1.65982 0.43247
S 2.44714 0.25694 1.52085
H 4.75344 -2.14306 2.81109
H 3.75562 -0.91892 3.55168
H 3.33204 -1.67698 -0.36145
H 4.63145 -2.43774 0.51990
*
```

Summary:
* <S²>: 3.77
* largest force on an atom: 6.927 eV/A
* HOMO level (spin up / spin down): -6.11 / -7.90 eV
* frontier orbital gap (spin up / spin down): 0.2313 / 0.2529 Ha
* E: -49543.528 eV
* LUMO level (spin up / spin down): 0.0067 / -0.0375 Eh

3.
Entry from OMol25: a single C8H16Cl2Si2 molecule at a distorted geometry (ωB97M-V/def2-TZVPD).

Geometry as ORCA input:
```
! wB97M-V def2-TZVPD RIJCOSX def2/J DEFGRID3
* xyz 0 1
C -4.32461 -0.40378 1.87516
C -2.86368 -0.84412 1.82344
Si -2.06356 -0.64739 0.10611
C -2.60433 1.36286 -0.82995
Cl -2.65058 -2.12799 -1.15542
C -0.21786 -0.56067 0.18879
C 0.98438 -0.42018 0.20326
Si 2.83222 -0.23444 0.25454
C 3.28821 1.42916 1.06210
Cl 3.53109 -1.76860 1.40185
C 3.55734 -0.33031 -1.51652
C 2.50039 -0.49583 -2.60594
H -4.41027 0.66024 1.67105
H -4.92066 -0.94168 1.14165
H -4.74576 -0.59782 2.86091
H -2.80270 -1.89054 2.13478
H -2.29416 -0.27005 2.55559
H -2.13712 2.13794 -0.24251
H -2.22437 1.35692 -1.84084
H -3.68048 1.46177 -0.82369
H 4.36168 1.50457 1.21203
H 2.97979 2.26205 0.43837
H 2.80950 1.54919 2.03020
H 4.12606 0.57988 -1.71791
H 4.26699 -1.15585 -1.58793
H 1.97413 -1.44013 -2.48960
H 1.76662 0.30480 -2.55695
H 2.96173 -0.47999 -3.59254
*
```

Summary:
* largest force on an atom: 3.561 eV/A
* HOMO level: -9.58 eV
* frontier orbital gap: 0.3778 Ha
* E: -49358.141 eV
* LUMO level: 0.0259 Eh

4.
Entry from OMol25: a gas-phase ion, C8H16ClNP (charge -1) at a distorted geometry (ωB97M-V/def2-TZVPD).

Geometry as ORCA input:
```
! wB97M-V def2-TZVPD RIJCOSX def2/J DEFGRID3
* xyz -1 1
C 0.91192 -2.78853 3.20028
C 0.68745 -1.84105 2.48915
P 0.27087 -0.30680 1.37616
N 1.12007 -1.07139 -0.02723
Cl -0.63708 0.62315 3.24266
C -1.34044 -1.15572 0.93770
C -2.57338 -0.66596 1.03233
C -0.14311 1.25703 0.37730
C -0.58427 1.07839 -1.08840
C 0.34665 1.74428 -2.14182
C 1.17351 0.72462 -2.93339
H 1.01233 -3.46418 4.01987
H 1.49821 0.27540 1.83167
H 1.27599 -2.04649 0.20177
H 2.04762 -0.65886 -0.02706
H -1.23162 -2.15369 0.51807
H -2.84346 0.17052 1.66180
H -3.37362 -1.15204 0.47975
H 0.77433 1.85463 0.38675
H -0.88360 1.86312 0.89169
H -0.70055 0.03577 -1.36737
H -1.56939 1.53643 -1.20632
H 1.00895 2.44475 -1.63675
H -0.28693 2.27495 -2.85358
H 1.47232 1.15317 -3.89300
H 2.05290 0.41284 -2.37616
H 0.60141 -0.17479 -3.15138
*
```

Summary:
* largest force on an atom: 1.168 eV/A
* HOMO level: -4.67 eV
* frontier orbital gap: 0.3086 Ha
* E: -31854.799 eV
* LUMO level: 0.1369 Eh

5.
Entry from OMol25: a molecular structure, C8H16CuO14S3 at a distorted geometry (ωB97M-V/def2-TZVPD).

Geometry as ORCA input:
```
! wB97M-V def2-TZVPD RIJCOSX def2/J DEFGRID3
* xyz -4 2
Cu -6.91533 9.82821 9.09393
S -11.44273 11.23427 9.74193
O -10.03950 10.85045 9.88180
O -12.31704 10.07969 9.58266
O -11.88684 12.17752 10.77033
O -11.48902 11.78301 8.38207
S -4.90593 6.78567 8.56552
O -4.65257 8.16948 8.15618
O -5.49739 6.00328 7.51411
O -3.77171 6.13922 9.07858
O -5.93993 6.93468 9.61714
S -9.51784 7.99960 5.60133
O -10.38263 8.94439 4.91896
O -8.51028 8.68947 6.43156
O -10.63836 7.64046 6.47116
O -9.06100 6.87634 4.80892
C -6.94040 11.07481 14.57542
C -5.94972 9.93655 14.80655
C -5.28523 9.67019 13.41063
O -6.04901 10.43594 12.42231
C -6.50547 11.54951 13.18127
H -6.85634 11.91136 15.26911
H -7.99968 10.82302 14.62685
H -6.50128 9.03075 15.05838
H -5.26230 10.18817 15.61415
H -5.25877 8.60424 13.18448
H -4.24139 9.97501 13.33584
H -7.33026 12.06930 12.69377
H -5.66412 12.23933 13.24759
C -6.46844 15.39063 9.21901
C -5.03218 15.29187 9.60981
C -4.55294 13.95192 9.19650
O -5.75513 13.19683 8.87652
C -6.79817 14.14249 8.51083
H -6.72779 16.24720 8.59681
H -7.09587 15.43230 10.10934
H -4.73640 15.39679 10.65366
H -4.50729 16.08366 9.07532
H -3.87471 13.42516 9.86779
H -3.95731 14.11353 8.29805
H -7.80543 13.80819 8.75935
H -7.01775 14.27701 7.45168
*
```

Summary:
* <S²>: 0.76
* largest force on an atom: 5.883 eV/A
* HOMO level: 4.77 eV
* frontier orbital gap: 0.0869 Ha
* E: -114351.362 eV
* LUMO level: 0.2620 Eh

6.
Entry from OMol25: a gas-phase ion, C8H16IN2 (charge +1) at a distorted geometry (ωB97M-V/def2-TZVPD).

Geometry as ORCA input:
```
! wB97M-V def2-TZVPD RIJCOSX def2/J DEFGRID3
* xyz 1 1
C -0.37811 0.64884 -3.83585
C 0.23574 1.12083 -2.75580
C 1.03490 0.31960 -1.79974
I 3.07173 1.38642 -1.82464
C 0.58791 -0.03776 -0.34786
C -0.80977 -0.64991 -0.43845
C -1.19731 -1.55010 0.79818
C -0.93846 -0.79040 2.06927
N 0.53084 -0.36561 2.03997
C 0.74016 0.87082 1.05789
N 1.98357 1.32175 1.33369
H -0.95735 1.25766 -4.44909
H -0.42466 -0.37707 -3.76181
H -0.00386 2.08421 -2.41683
H 1.08252 -0.64338 -2.23918
H 1.41555 -0.89053 -0.11231
H -0.78252 -1.20367 -1.37633
H -1.51591 0.12370 -0.55477
H -2.18337 -1.91660 0.66788
H -0.61070 -2.47917 0.71709
H -1.59322 -0.02131 2.27839
H -0.93487 -1.43276 2.95212
H 0.94494 -0.08951 2.95313
H 1.15985 -1.08519 1.59903
H 0.20309 1.75996 1.35488
H 2.15063 2.22704 1.76530
H 2.74697 0.98912 0.89080
*
```

Summary:
* largest force on an atom: 4.249 eV/A
* HOMO level: -12.29 eV
* frontier orbital gap: 0.3391 Ha
* E: -19627.340 eV
* LUMO level: -0.1127 Eh

7.
Entry from OMol25: 2 unconnected molecules or ions with the total composition C8H16INO7 (ωB97M-V/def2-TZVPD).

Geometry as ORCA input:
```
! wB97M-V def2-TZVPD RIJCOSX def2/J DEFGRID3
* xyz 0 1
O 0.63450 1.10056 -1.61324
C 1.29712 1.02709 -2.59058
I 1.69963 2.76189 -3.77849
C 1.89623 -0.26056 -3.11647
O 2.02360 -1.17168 -2.03604
C 3.23679 -1.75150 -1.89843
O 3.93180 -2.11245 -2.80391
O 3.54058 -1.93675 -0.60306
C 3.50699 -0.77019 0.24179
O 4.73611 -0.64023 0.84949
O 5.69932 -0.33214 -0.16370
H 1.19548 -0.64453 -3.86358
H 2.84539 -0.07142 -3.61559
H 3.24551 0.11551 -0.34230
H 2.77993 -0.90558 1.04210
H 5.73071 -1.14492 -0.69784
C -3.30695 1.43143 3.20152
O -2.18212 1.54846 2.35309
C -1.69198 0.33490 1.81950
C -2.42533 -0.16094 0.56659
C -3.78683 -0.78530 0.85509
N -2.58339 0.88894 -0.44155
H -3.27043 0.50737 3.78657
H -4.24478 1.46560 2.64147
H -3.28913 2.27903 3.88581
H -0.65404 0.53914 1.54388
H -1.67729 -0.44051 2.59783
H -1.79258 -0.93983 0.12943
H -4.54142 -0.02731 1.06520
H -4.12973 -1.34852 -0.01208
H -3.73912 -1.46759 1.70616
H -1.66334 1.22279 -0.71505
H -3.02126 1.68919 0.00642
*
```

Summary:
* largest force on an atom: 0.510 eV/A
* HOMO level: -9.15 eV
* frontier orbital gap: 0.3377 Ha
* E: -32474.832 eV
* LUMO level: 0.0014 Eh

8.
Entry from OMol25: a molecular structure, C8H16N at a distorted geometry (ωB97M-V/def2-TZVPD).

Geometry as ORCA input:
```
! wB97M-V def2-TZVPD RIJCOSX def2/J DEFGRID3
* xyz 1 1
C 2.02663 1.16218 1.86420
C 1.57744 0.62340 0.73019
C 0.01512 -0.18630 -1.83125
C 0.18064 0.54954 0.34439
C -0.28997 -0.72389 -0.42089
C -0.79951 1.36007 1.09836
C -1.77852 -1.01683 -0.23867
C 0.50870 -1.96851 -0.03533
N 0.21496 1.24686 -1.49852
H 3.07799 1.14443 2.09347
H 1.38308 1.59878 2.60981
H 2.28204 0.16556 0.04804
H 0.92891 -0.60665 -2.25130
H -0.79293 -0.33623 -2.54819
H -1.73864 1.48058 0.56887
H -0.39660 2.33556 1.35723
H -1.02670 0.82607 2.02404
H -2.01353 -1.20093 0.80543
H -2.03499 -1.91312 -0.79737
H -2.40630 -0.21043 -0.60698
H 1.56439 -1.87368 -0.26982
H 0.12476 -2.82910 -0.57623
H 0.40879 -2.16691 1.02842
H 1.08110 1.66221 -1.82185
H -0.57774 1.85094 -1.68255
*
```

Summary:
* largest force on an atom: 1.752 eV/A
* HOMO level: -14.37 eV
* frontier orbital gap: 0.3725 Ha
* E: -10037.917 eV
* LUMO level: -0.1558 Eh

9.
Entry from OMol25: a single C8H16N2 molecule at a distorted geometry (ωB97M-V/def2-TZVPD).

Geometry as ORCA input:
```
! wB97M-V def2-TZVPD RIJCOSX def2/J DEFGRID3
* xyz 0 1
C 0.15911 -1.61455 -2.12963
C 0.19997 -0.61706 -1.26541
C -0.29318 0.71455 -0.96001
C -1.73359 0.98371 -1.43758
C -0.21304 0.97544 0.53812
C -1.38384 0.61939 1.41846
N 1.05195 0.23769 0.88365
C 2.19936 1.11382 1.03797
N 1.12239 -0.99327 0.22818
C 0.54348 -2.19417 0.81674
H 0.74987 -2.52912 -2.15151
H -0.53572 -1.52607 -2.91866
H 0.29931 1.32128 -1.54900
H -2.28288 0.00295 -1.35130
H -1.74025 1.55447 -2.46322
H -2.25026 1.67958 -0.81431
H 0.13282 2.09328 0.81091
H -1.25103 0.66663 2.43129
H -1.64044 -0.33391 1.29420
H -2.25582 1.37323 1.12120
H 2.68323 1.35076 0.14427
H 2.04403 1.99489 1.60164
H 3.01631 0.60415 1.48479
H 0.73271 -2.11144 1.93701
H -0.47078 -2.33278 0.60331
H 1.11627 -3.03345 0.68887
*
```

Summary:
* largest force on an atom: 6.111 eV/A
* HOMO level: -7.81 eV
* frontier orbital gap: 0.3227 Ha
* E: -11530.688 eV
* LUMO level: 0.0359 Eh

10.
Entry from OMol25: a molecular structure, C8H16N2 at a distorted geometry (ωB97M-V/def2-TZVPD).

Geometry as ORCA input:
```
! wB97M-V def2-TZVPD RIJCOSX def2/J DEFGRID3
* xyz 0 1
C 1.15255 -1.37769 -0.34309
C -0.45559 2.31128 0.85048
C -1.52648 -1.31038 1.12344
C -1.94406 0.25540 -0.82375
C 1.05131 -1.23206 -1.84474
C 1.29208 0.24126 0.67169
C -0.16875 0.82475 0.89728
C -1.08028 -0.13233 0.33052
N 2.46404 0.77118 0.14194
N 0.79038 0.31028 1.88571
H 2.47458 1.75166 -0.11221
H 3.29540 0.57697 0.69026
H 0.50989 -2.14476 0.07579
H 2.16129 -1.67104 -0.04382
H -0.54663 2.68010 -0.17525
H -1.38781 2.54821 1.37111
H 0.34137 2.86765 1.34638
H -0.78549 -1.58397 1.87630
H -2.44117 -1.02413 1.66210
H -2.29933 -0.62151 -1.36769
H -1.42627 0.91578 -1.52111
H -2.82830 0.79081 -0.45347
H -1.75183 -2.17575 0.49660
H 0.01782 -1.25700 -2.19606
H 1.60207 -2.02713 -2.36195
H 1.48920 -0.28755 -2.17646
*
```

Summary:
* largest force on an atom: 4.289 eV/A
* HOMO level (spin up / spin down): -6.62 / -6.76 eV
* frontier orbital gap (spin up / spin down): 0.2162 / 0.2293 Ha
* E: -11530.246 eV
* LUMO level (spin up / spin down): -0.0273 / -0.0191 Eh

11.
Entry from OMol25: a single C8H16N2 molecule at a distorted geometry (ωB97M-V/def2-TZVPD).

Geometry as ORCA input:
```
! wB97M-V def2-TZVPD RIJCOSX def2/J DEFGRID3
* xyz 0 1
C 2.89741 1.57148 0.61536
C 1.69343 1.03408 0.59507
C 1.15319 0.12351 -0.46244
C -0.27105 0.49048 -1.06954
C -1.35727 -0.01277 0.00885
C -2.77542 0.25292 -0.49998
C -3.85628 -0.09378 0.47002
N 2.15722 -0.47956 -1.29833
N 1.50751 -1.31547 -0.35972
C 2.45758 -1.71300 0.72372
H 3.20005 2.02402 1.54805
H 3.65219 1.31233 -0.09739
H 1.06127 1.13127 1.51153
H -0.54177 1.46184 -1.47490
H -0.35177 -0.28166 -1.85950
H -1.29549 0.61877 0.95779
H -1.09752 -1.08654 0.17920
H -2.81064 1.38765 -0.68320
H -2.90383 -0.28831 -1.39651
H -3.40441 -0.85133 1.15710
H -4.79979 -0.23326 -0.08720
H -4.27589 0.77437 1.08349
H 1.81679 -0.56270 -2.33319
H 3.42862 -1.60802 0.15589
H 2.40442 -1.00711 1.53375
H 2.31146 -2.64921 1.08207
*
```

Summary:
* largest force on an atom: 4.654 eV/A
* HOMO level: -9.03 eV
* frontier orbital gap: 0.3731 Ha
* E: -11531.711 eV
* LUMO level: 0.0412 Eh

12.
Entry from OMol25: 2 unconnected molecules or ions with the total composition C8H16N2 at a distorted geometry (ωB97M-V/def2-TZVPD).

Geometry as ORCA input:
```
! wB97M-V def2-TZVPD RIJCOSX def2/J DEFGRID3
* xyz 0 1
C -0.27521 -2.34894 -0.87286
C 0.81328 -2.47470 0.22338
C 0.91528 -1.27073 1.11437
C 2.07220 -0.49895 1.39178
N 1.68917 0.50992 2.28051
C 0.43805 0.37516 2.54341
N -0.15777 -0.75790 1.88147
H -1.19202 -1.96075 -0.33751
H -0.49578 -3.39448 -1.38237
H 0.05635 -1.52545 -1.66113
H 0.53573 -3.46493 0.73755
H 1.88364 -2.73246 -0.06618
H 3.06683 -0.60315 1.04091
H 2.49344 1.13825 2.55801
H -0.03426 0.84977 3.29807
C -0.12985 2.27388 -1.74472
C -0.89097 1.54378 -0.55407
C -2.14354 1.00919 -1.09246
H -0.63343 2.15894 -2.60519
H 0.99619 2.01695 -1.65682
H -0.24045 3.36987 -1.38411
H -0.23009 0.68988 -0.17405
H -1.16814 2.40791 0.15868
H -2.13014 0.85778 -2.12981
H -2.30703 0.01443 -0.54529
H -2.93148 1.81673 -1.02159
*
```

Summary:
* largest force on an atom: 7.071 eV/A
* HOMO level: -8.56 eV
* frontier orbital gap: 0.3402 Ha
* E: -11533.133 eV
* LUMO level: 0.0256 Eh